Record 1
Formula: C2H7N2O
Source: the OMol25 dataset
Level of theory: ωB97M-V/def2-TZVPD

- Lowest unoccupied orbital energy (spin up / spin down): -6.08 / -5.38 eV
- 2S+1: 1
- HOMO-LUMO gap (spin up / spin down): 5.451 / 7.078 eV
- Highest occupied orbital energy (spin up / spin down): -11.53 / -12.45 eV
- Charge: +1
- Relative energy (zero: lowest compared OMol25 entry of this formula, charge and spin): 547.3 kJ/mol

Atoms and positions in Å:
H (-0.884931, 0.661183, 1.644955)
H (2.938467, -0.561924, 1.243729)
H (-2.080963, 0.447519, -0.760667)
H (-0.773983, -0.809792, -1.066836)
N (0.688874, 0.972356, 0.403644)
O (3.820033, 0.102293, -0.697541)
H (0.868592, 1.387070, -0.519954)
H (-2.014392, -1.015304, 0.462079)
C (3.281518, -0.134362, 0.299336)
H (0.881549, 1.811780, 1.007497)
C (-1.401429, -0.301861, -0.235840)
N (-0.537384, 0.379624, 0.655453)

Atoms 1-2, force components in eV/Å:
H 0.676 -0.877 -2.758
H 0.465 -0.033 -0.104

---

Record 2
Formula: C4H4N2O
Source: the OMol25 dataset
Level of theory: ωB97M-V/def2-TZVPD

- Lowest unoccupied orbital energy: 0.37 eV
- 2S+1: 1
- Structure (SMILES): O=C=C1C=NCN1
- HOMO-LUMO gap: 8.602 eV
- Highest occupied orbital energy: -8.23 eV
- Charge: 0
- Relative energy (zero: lowest compared OMol25 entry of this formula, charge and spin): 208.2 kJ/mol

Atoms and positions in Å:
N (-0.679512, -1.120646, 0.981821)
C (-1.063551, -0.810490, -0.395693)
C (0.360289, -0.426643, 1.227999)
O (1.630632, 2.681904, 0.046249)
C (1.207149, 1.590366, 0.056600)
H (0.026836, 0.202316, -1.873758)
N (0.174242, -0.357395, -1.042018)
H (-1.818714, -0.004500, -0.339338)
C (0.814562, 0.328577, 0.042984)
H (0.841989, -0.410799, 2.202543)
H (-1.493921, -1.672690, -0.907391)

Atoms 1-2, force components in eV/Å:
N 0.335 0.189 -0.007
C -0.268 -0.136 -0.115

---

Record 3
Formula: C4H13NO2
Source: the OMol25 dataset
Level of theory: ωB97M-V/def2-TZVPD

- Lowest unoccupied orbital energy (spin up / spin down): -4.03 / -8.37 eV
- 2S+1: 2
- HOMO-LUMO gap (spin up / spin down): 10.922 / 6.583 eV
- Highest occupied orbital energy (spin up / spin down): -14.95 / -14.95 eV
- Charge: +1
- Relative energy (zero: lowest compared OMol25 entry of this formula, charge and spin): 322.2 kJ/mol

Atoms and positions in Å:
H (1.634535, 0.980019, 1.318628)
H (-1.672281, 0.406634, -2.866449)
H (0.482631, -1.857947, 2.822856)
H (1.876672, 2.163808, 2.223798)
H (2.650231, 0.811753, -0.831502)
O (2.128711, 1.776132, 1.365898)
H (1.659092, -0.298323, -1.365281)
C (0.036603, -0.957213, 2.193475)
N (-1.245844, 0.127163, 0.521756)
C (-0.611286, -0.996677, 1.068696)
H (0.109951, -0.038511, 2.682365)
C (-0.928388, 0.138058, -2.056289)
H (-1.997347, -1.309716, -0.795156)
H (-2.774362, 0.185125, -0.804394)
H (-0.520635, -0.801906, -2.526692)
H (-0.609069, -1.856982, 0.339277)
H (-0.651841, 0.911054, 0.437282)
H (-0.291631, 0.942315, -1.841904)
O (2.506079, 0.007531, -1.137624)
C (-1.781821, -0.332316, -0.748738)

Atoms 1-2, force components in eV/Å:
H -0.335 -1.309 -0.102
H 0.743 0.219 1.165

---

Record 4
Formula: C30H33ClGeN3O3S2Sc
Source: the OMol25 dataset
Level of theory: ωB97M-V/def2-TZVPD

- Lowest unoccupied orbital energy: -0.29 eV
- 2S+1: 1
- HOMO-LUMO gap: 6.914 eV
- Highest occupied orbital energy: -7.21 eV
- Charge: 0
- Relative energy (zero: lowest compared OMol25 entry of this formula, charge and spin): 66.3 kJ/mol

Atoms and positions in Å:
C (-1.756476, 3.045815, 3.217317)
H (4.164380, 0.094369, -5.584368)
C (-2.368278, 0.190806, 1.001630)
C (-0.446146, -1.967802, 3.010476)
H (1.855748, 4.025874, 2.423457)
C (1.205341, 0.705379, -4.025570)
C (3.233621, 0.969990, 1.942786)
H (-4.969668, -0.304654, -1.108780)
Ge (-1.829769, 3.362593, 1.295800)
H (4.704223, -0.726605, -3.297140)
H (1.882962, 0.962787, -6.030693)
H (0.216911, 1.083325, -4.239767)
C (3.460985, 1.047546, 0.567387)
H (-0.333038, -4.462529, 4.006658)
C (-0.569318, -5.798598, -1.260292)
C (2.635906, 2.038343, 2.605764)
N (0.572927, 0.365594, -1.663307)
H (-2.072223, 2.032335, 3.464836)
C (-0.615375, -3.166108, -0.385294)
N (-0.704730, 0.389419, -2.167127)
O (0.402802, -2.962077, 2.782803)
H (-0.732140, 3.169139, 3.575150)
H (0.029670, 5.148987, 1.308457)
C (-1.772459, -5.167272, -0.988858)
H (-0.913967, -4.513733, 2.329879)
C (2.154870, 0.635556, -5.034420)
H (3.035936, -0.686785, -1.551704)
C (-0.959938, 5.058884, 0.859180)
H (2.439278, 1.968064, 3.667034)
H (0.140103, 1.876345, 1.004514)
Cl (-3.259863, -6.039854, -1.189161)
H (-4.274471, -0.563210, 1.326750)
H (1.566453, -5.559820, -1.302031)
S (0.293740, -0.387309, 2.796867)
N (-1.352677, 0.623608, 0.092762)
H (-0.714331, -2.149576, -0.022707)
H (-4.263719, 2.624671, 1.056900)
C (-1.653289, 0.449892, -1.311018)
Sc (1.060610, -0.169286, 0.330525)
C (2.789794, -0.226252, -2.498744)
C (-3.640792, 3.375548, 0.574863)
C (3.736346, -0.290929, -3.512159)
C (2.297107, 3.186223, 1.900556)
H (-2.392771, 3.750044, 3.755387)
C (-0.758472, 1.959773, 0.370955)
H (-0.564308, -6.825380, -1.599290)
H (-3.236483, 0.310001, -2.776963)
H (2.195277, 4.138045, -0.022728)
C (-3.029743, 0.243000, -1.717822)
C (-0.055035, -4.309936, 2.965423)
H (3.496268, 0.072350, 2.485606)
C (0.605021, -3.777918, -0.650272)
H (-2.752222, -3.369609, -0.344103)
O (2.968744, -3.601855, -0.808750)
H (-1.575941, 5.875505, 1.240240)
H (0.790774, -4.932720, 2.690043)
H (-3.627804, 3.168276, -0.496343)
C (-1.807849, -3.852271, -0.556282)
C (1.931675, -3.092012, -0.468396)
C (-3.949856, -0.098197, -0.811934)
H (-2.066782, 0.179948, 2.038599)
C (0.612143, -5.095489, -1.093155)
S (-2.001587, -2.162974, 3.503256)
H (-0.434191, 2.377875, -0.580011)
H (3.197719, 2.203920, -1.223635)
H (3.952103, 0.225934, 0.061681)
H (-4.088645, 4.358699, 0.728496)
C (3.053491, 2.175081, -0.151133)
C (1.516661, 0.304701, -2.722150)
C (3.432545, 0.151220, -4.789672)
O (1.856737, -1.904202, 0.110382)
C (-3.573014, -0.197759, 0.589042)
H (-0.863677, 5.185007, -0.220391)
C (2.492174, 3.252254, 0.524711)

Atoms 1-2, force components in eV/Å:
C 0.012 -0.006 0.054
H -0.003 0.000 0.008

---

Record 5
Formula: C12H14NOS
Source: the OMol25 dataset
Level of theory: ωB97M-V/def2-TZVPD

- Lowest unoccupied orbital energy (spin up / spin down): -4.62 / -2.91 eV
- 2S+1: 1
- HOMO-LUMO gap (spin up / spin down): 5.643 / 7.856 eV
- Highest occupied orbital energy (spin up / spin down): -10.27 / -10.77 eV
- Charge: +1
- Relative energy (zero: lowest compared OMol25 entry of this formula, charge and spin): 159.8 kJ/mol

Atoms and positions in Å:
H (1.088562, 1.835298, -2.556883)
H (0.147853, -0.032126, -3.719323)
S (0.460095, 1.700604, 1.408255)
C (-0.273884, 1.249539, 3.118709)
H (-1.334504, 1.547694, -2.629445)
C (0.437906, 1.611583, -1.679285)
H (0.000343, -0.658334, 4.070557)
C (0.334840, 0.049763, 0.820522)
C (-0.814976, 2.397083, -2.063725)
H (-1.296768, 1.713459, 3.100973)
H (-1.304147, -0.555940, 3.027569)
C (0.393305, -2.670386, -1.671260)
H (0.408519, -3.769346, -1.532376)
C (0.615432, -2.000387, -0.500110)
H (-0.287646, -2.560240, -3.737661)
C (0.561335, -0.562072, -0.419712)
C (-1.627803, 2.591500, -0.933693)
H (1.119986, -2.666426, 0.181186)
H (0.347140, 1.583378, 3.902010)
C (0.061877, -1.939503, -2.850519)
N (0.630408, -0.803414, 2.104587)
C (0.409501, 0.151296, -1.628848)
O (-1.513859, 2.510640, 0.259364)
H (0.860630, 2.111608, -0.784758)
C (-0.299720, -0.261995, 3.138643)
C (0.200381, -0.600836, -2.826368)
H (1.621333, -0.841138, 2.337084)
H (0.421384, -1.814405, 1.613252)
H (-0.565465, 3.316885, -2.717945)

Atoms 1-2, force components in eV/Å:
H 0.104 0.003 0.788
H -0.300 0.386 -0.872

---

Look up the 2S+1 of the second one.
1

---

Look up the charge of the fifth one.
+1